(1)
19
Properties=species:S:1:pos:R:3:forces:R:3 method="wB97M-V/def2-TZVPD" smiles=CCC.CC gap_ev=11.6940
C 0.919146 -1.735337 1.081066 3.60 -1.65 -2.55
C -0.523992 -2.159846 1.044762 -3.89 1.27 -1.28
C 1.437550 -0.298622 1.149920 -8.29 0.44 -0.21
H 1.539154 -2.144959 1.913760 -0.89 -0.86 -0.63
H 1.362805 -2.132886 0.065649 -0.54 0.23 1.93
H -1.066755 -2.215943 2.009614 0.61 0.22 -0.21
H -0.830797 -3.131380 0.529153 1.33 1.00 0.67
H 1.050806 -0.034260 2.136458 0.18 1.03 0.05
H 2.388151 -0.073068 1.109428 5.10 0.24 -0.37
H -1.246083 -1.407851 0.396900 2.01 -1.35 1.50
H 0.875608 0.331875 0.375332 0.89 -0.70 1.15
C -0.854509 1.566529 -2.237630 -1.20 -0.62 2.62
C -0.567596 2.139158 -0.723827 -1.74 -2.57 -1.73
H -0.004401 0.942759 -2.517875 -0.68 -0.53 -0.26
H -1.957148 1.124290 -2.291945 2.67 0.30 0.19
H -0.904797 2.383697 -2.915301 0.24 0.87 -0.50
H 0.430108 2.271881 -0.438617 1.68 0.31 -0.24
H -0.990557 1.529343 0.102628 -0.13 0.22 -0.81
H -1.056692 3.044623 -0.789467 -0.95 2.17 0.67

***

(2)
19
Properties=species:S:1:pos:R:3:forces:R:3 method="wB97M-V/def2-TZVPD" smiles=CCC.CC gap_ev=11.4269
C 0.772141 -0.645573 -0.896171 -0.78 1.11 2.40
C 0.147309 -0.938228 -2.215941 1.29 0.34 -1.37
C 0.515501 -1.852259 0.059828 3.33 0.69 -0.01
H 1.876580 -0.460587 -0.868288 -0.92 -0.10 -0.59
H 0.354333 0.272199 -0.441984 0.03 -0.76 -0.84
H 0.863695 -1.205600 -2.992295 0.22 0.66 -0.23
H -0.262274 -2.499121 -0.197503 -1.08 -0.96 -0.94
H 1.535717 -2.232119 -0.182870 -1.06 -1.57 0.94
H -0.563887 -0.226450 -2.558784 -0.08 1.23 -0.45
H -0.437242 -1.790360 -2.247274 -1.23 -2.11 0.72
H 0.439510 -1.771186 1.147259 0.27 0.85 -0.11
C -0.228812 2.080112 0.913285 1.70 -2.93 2.91
C -1.189931 1.337643 2.039786 2.11 -0.07 -1.87
H 0.198297 2.930471 1.459230 -0.40 0.28 -0.96
H 0.727449 1.374905 0.663203 -2.52 1.98 0.70
H -0.852062 2.180224 0.078524 -0.24 1.03 -1.47
H -1.400586 2.108115 2.786941 -0.27 -0.63 0.06
H -2.100249 0.880613 1.571129 0.85 0.51 0.60
H -0.476521 0.548722 2.377991 -1.21 0.42 0.53

***

(3)
19
Properties=species:S:1:pos:R:3:forces:R:3 method="wB97M-V/def2-TZVPD" smiles=CCC.CC gap_ev=12.5312
C -1.350432 0.977913 -1.561163 0.07 0.01 0.20
C -2.221332 2.024367 -2.277371 0.56 -0.62 -0.18
H -0.858038 1.424553 -0.696036 0.06 -0.12 -0.08
H -1.915013 0.116429 -1.205635 -0.18 0.11 0.11
H -0.576777 0.552730 -2.203563 0.01 0.20 -0.03
H -3.197484 1.614559 -2.504223 -0.28 0.16 0.01
H -1.749501 2.278167 -3.219702 -0.04 0.20 -0.23
H -2.301558 2.936965 -1.702515 -0.25 0.12 0.15
C 1.719851 -0.858568 1.810269 -0.52 0.18 -0.64
C 1.402225 -0.176541 0.471062 -0.27 -0.67 0.50
C 0.888811 -2.133130 2.016712 0.34 0.10 -0.10
H 1.456145 -0.141017 2.589906 0.40 -0.14 0.19
H 2.776313 -1.123542 1.818654 0.09 0.29 0.44
H 0.325860 -0.204800 0.340919 -0.24 0.15 -0.09
H 1.702317 0.870483 0.450201 0.33 -0.16 -0.27
H 0.725851 -2.243445 3.087678 -0.36 -0.30 -0.08
H 1.813652 -0.793070 -0.325070 0.21 0.39 -0.35
H 1.405503 -3.024634 1.661838 0.13 -0.01 0.01
H -0.046393 -2.097419 1.448040 -0.07 0.12 0.42

***

(4)
19
Properties=species:S:1:pos:R:3:forces:R:3 method="wB97M-V/def2-TZVPD" smiles=CCC.CC gap_ev=12.1358
C -1.113626 -1.199899 -0.125043 0.59 0.60 -0.14
C -0.442562 -2.146190 -1.121950 -0.59 -0.86 -1.39
C -0.604128 -1.423094 1.309949 -0.36 -1.69 -1.09
H -0.770753 -0.231039 -0.494248 -0.25 0.41 0.51
H -2.222601 -1.145672 -0.176613 0.70 -0.50 -0.09
H -1.070749 -2.965685 -1.467559 -0.30 -0.42 0.62
H 0.466338 -1.206835 1.330569 -0.28 0.66 0.61
H -1.291615 -1.046769 2.055752 0.51 0.78 0.31
H -0.622180 -2.510390 1.486924 -0.10 0.08 -0.02
H -0.284801 -1.689869 -2.101234 0.25 0.57 0.14
H 0.515587 -2.612206 -0.865569 -0.16 0.40 0.53
C 0.390693 2.577797 0.388647 1.12 -0.38 0.18
C 1.647705 2.100728 -0.399895 -1.59 0.26 -0.28
H -0.047131 1.790114 0.986601 -0.37 -0.45 -0.22
H 0.704626 3.275210 1.164950 -0.22 0.57 -0.37
H -0.315284 2.992099 -0.325377 -0.29 0.16 0.45
H 2.560651 2.409349 0.095804 0.22 -0.27 -0.32
H 1.521972 2.486322 -1.405461 0.71 0.79 -0.12
H 1.579809 1.055738 -0.658393 0.39 -0.71 0.69

***

(5)
19
Properties=species:S:1:pos:R:3:forces:R:3 method="wB97M-V/def2-TZVPD" smiles=CCC.CC gap_ev=12.2590
C 1.309126 0.816214 -0.236434 -1.74 -1.57 -0.22
C 0.008596 1.374714 0.427198 0.26 -0.53 -0.49
C 2.554441 1.333317 0.406190 2.06 -1.36 -0.15
H 1.311097 0.956417 -1.300692 0.08 0.79 -0.63
H 1.198586 -0.296400 -0.244450 0.46 0.57 0.57
H 0.209302 2.347290 0.858832 -0.25 0.20 0.15
H -0.911373 1.386846 -0.174151 0.61 0.45 -0.58
H 3.536035 0.763972 0.191307 -1.62 0.77 -0.22
H -0.336376 0.659498 1.160923 0.50 0.39 0.97
H 2.524815 1.297960 1.470744 -0.40 -0.06 1.01
H 2.701294 2.356288 0.152443 0.25 0.91 -0.32
C -1.923215 -1.655248 -1.098218 -2.36 0.77 0.64
C -1.590352 -1.604383 0.361305 1.73 1.03 2.04
H -2.397973 -0.664869 -1.349512 0.46 -1.15 -0.37
H -1.150894 -1.933694 -1.760764 1.33 0.22 -0.52
H -2.631732 -2.473441 -1.218870 -0.56 0.25 -0.28
H -0.760264 -0.825654 0.546178 -1.18 -1.80 -0.28
H -2.402515 -1.246679 1.065906 0.49 -0.55 -1.16
H -1.248598 -2.592149 0.742065 -0.10 0.66 -0.16

***

(6)
19
Properties=species:S:1:pos:R:3:forces:R:3 method="wB97M-V/def2-TZVPD" smiles=CCC.CC gap_ev=11.9882
C 0.647690 2.971478 1.482283 0.89 -0.53 0.86
C -0.531257 1.998688 1.746677 0.45 1.49 0.31
H 1.372462 2.978828 2.301574 -0.09 -0.12 0.17
H 1.237464 2.596625 0.634065 -0.32 0.32 -0.03
H 0.417898 4.044828 1.351023 -0.45 -0.71 -0.25
H -1.087667 2.088442 0.849152 -0.88 -0.85 -0.90
H -1.208310 2.307123 2.524747 -0.15 0.68 0.46
H -0.293686 0.993145 2.064970 0.55 -0.30 -0.63
C -0.057692 -1.813931 -0.526562 -1.27 -2.23 0.81
C -1.292546 -1.968604 -1.435064 0.20 2.46 -1.30
C 1.206213 -1.717059 -1.303446 1.07 0.54 -1.47
H -0.158430 -0.994444 0.183205 -0.09 -0.11 0.06
H -0.194219 -2.800724 0.004037 1.18 1.12 0.29
H -1.007695 -1.775154 -2.490694 0.07 -0.87 0.29
H 2.176096 -1.778643 -0.811302 -0.23 -0.42 0.60
H 1.213199 -2.427871 -2.147180 0.05 0.10 0.39
H -1.915300 -1.057893 -1.341672 -0.49 -0.85 0.55
H -1.806778 -2.921502 -1.314547 -0.17 0.39 -0.11
H 1.282556 -0.723330 -1.771266 -0.31 -0.10 -0.09

***

HOMO level
In order: -10.588, -10.313, -11.414, -11.011, -11.085, -10.939
Unit: eV
E_tot
In order: -198.81246, -198.81158, -198.87659, -198.86047, -198.85793, -198.85776
Unit: hartree
F_max
In order: 8.30, 4.47, 0.88, 2.04, 2.86, 2.79
Unit: eV Å⁻¹